Entry 1:
C10H6CrN2O5 | the ωB97M-V functional and the def2-TZVPD basis

Values from the calculation:
Multiplicity: 5
Expectation value of S²: 6.030
HOMO (spin up / spin down) in eV: -16.003 / -15.990
Orbital gap (spin up / spin down) in eV: 5.57 / 4.76
Charge: +2

Element x y z (Å)
1 C 2.495 0.398 -3.755
2 C -0.062 -0.135 2.359
3 C -0.914 -0.628 1.389
4 C 1.324 0.708 0.544
5 O 0.651 0.013 4.664
6 H -1.243 -0.958 -0.715
7 N -1.302 -1.062 4.285
8 H 1.719 1.119 2.606
9 O 0.463 3.167 -2.383
10 H 2.181 1.264 0.157
11 H -1.850 -1.105 1.660
12 H -1.366 -1.251 5.276
13 C 0.736 2.020 -2.376
14 O -3.935 0.647 -5.438
15 C -2.922 0.545 -4.924
16 C -0.202 -0.363 3.855
17 C 0.580 -1.416 -2.643
18 Cr 1.346 0.252 -2.262
19 O 3.158 0.515 -4.707
20 C 1.051 0.611 1.898
21 O 0.186 -2.510 -2.843
22 C -0.589 -0.523 0.038
23 N 0.534 0.094 -0.386
24 H -2.042 -1.401 3.700

Partial charges, Mulliken, in e: number 1, C, carries 0.64; number 2, C, carries 0.88; number 3, C, carries -0.59; number 4, C, carries -0.02; number 5, O, carries -0.56; number 6, H, carries 0.41; number 7, N, carries -0.29; number 8, H, carries 0.45; number 9, O, carries -0.11; number 10, H, carries 0.49; number 11, H, carries 0.35; number 12, H, carries 0.26; number 13, C, carries 0.52; number 14, O, carries -0.11; number 15, C, carries 0.11; number 16, C, carries 0.30; number 17, C, carries 0.60; number 18, Cr, carries -0.14; number 19, O, carries -0.06; number 20, C, carries -0.74; number 21, O, carries -0.12; number 22, C, carries -0.47; number 23, N, carries 0.05; number 24, H, carries 0.14

=====

Entry 2:
C37H34CdN6OS | the ωB97M-V functional and the def2-TZVPD basis

Values from the calculation:
ΔE to the lowest compared entry with this formula, charge and spin in kJ/mol: 91.6
HOMO in eV: -13.633
Orbital gap in eV: 8.74
Charge: +2

Element x y z (Å)
1 H -0.975 -7.505 1.778
2 N -3.391 1.668 1.515
3 H 4.556 -3.081 2.270
4 H 0.687 -5.226 -2.291
5 C -4.153 -2.276 2.313
6 C 4.700 -1.188 3.249
7 N 2.803 1.774 2.084
8 H 1.687 -4.986 2.257
9 H 0.745 -7.692 -2.134
10 C -0.608 -7.004 0.896
11 C 2.720 -4.961 4.132
12 H 0.147 1.917 3.411
13 N -0.103 2.084 -0.175
14 H -1.266 3.347 1.063
15 C -0.090 -3.593 -0.312
16 C 1.830 -4.468 3.194
17 C 4.309 0.135 3.305
18 C -5.065 -1.360 2.847
19 Cd 0.023 -0.419 0.440
20 H -0.331 2.970 8.203
21 H -0.046 2.149 -1.186
22 C 4.194 -2.066 2.286
23 H 2.328 -2.616 6.531
24 C 0.633 3.486 6.371
25 C 2.853 -0.336 1.404
26 C -0.216 2.732 7.160
27 H -0.042 -8.817 -0.089
28 H -5.902 -1.726 3.419
29 C 1.946 1.599 1.057
30 C 0.335 -5.731 -1.405
31 C 0.063 2.143 4.466
32 H -1.614 1.114 7.218
33 H 5.422 -1.554 3.960
34 H 0.831 3.413 1.188
35 H -5.633 0.703 3.082
36 C 1.275 -2.645 4.668
37 N -0.020 -2.446 -0.207
38 C -3.078 -1.868 1.550
39 H 1.459 3.769 4.428
40 C -0.927 1.680 6.606
41 C -2.939 -0.499 1.331
42 H -2.285 -0.177 5.365
43 C 1.111 -3.313 3.463
44 H -4.305 -3.325 2.507
45 S -0.774 -1.034 3.726
46 C -3.860 0.418 1.876
47 C -1.655 0.326 4.632
48 C -0.804 1.387 5.252
49 C 0.362 -7.109 -1.312
50 C -0.150 -4.984 -0.322
51 C -4.934 0.001 2.654
52 C -2.257 1.484 0.801
53 N -1.964 0.212 0.661
54 O -0.001 -0.336 2.638
55 C 3.403 0.557 2.345
56 H 4.696 0.808 4.053
57 H 3.006 2.637 2.563
58 C 0.786 3.178 5.031
59 C 2.903 -4.292 5.332
60 C -0.090 -7.742 -0.161
61 C 1.098 2.668 0.430
62 H -3.851 2.543 1.716
63 H 3.264 -5.870 3.932
64 H -1.934 3.087 -0.550
65 H -1.041 -5.041 1.641
66 H -0.073 -1.565 5.928
67 H 3.595 -4.672 6.067
68 C 0.480 -1.412 5.001
69 C 3.255 -1.666 1.360
70 H 1.709 3.172 -0.331
71 H -2.297 0.747 3.857
72 H -2.365 -2.570 1.141
73 C 2.184 -3.140 5.598
74 H 1.176 4.312 6.801
75 C -1.397 2.597 0.272
76 H 0.420 -2.920 2.724
77 H 2.848 -2.341 0.618
78 H 1.118 -0.532 5.097
79 C -0.646 -5.627 0.825
80 N 1.948 0.355 0.622

Partial charges, Mulliken, in e: number 1, H, carries 0.44; number 2, N, carries 0.06; number 3, H, carries 0.47; number 4, H, carries 0.50; number 5, C, carries -0.81; number 6, C, carries -0.63; number 7, N, carries 0.10; number 8, H, carries 0.45; number 9, H, carries 0.43; number 10, C, carries -0.68; number 11, C, carries -0.76; number 12, H, carries -0.29; number 13, N, carries -0.23; number 14, H, carries 0.31; number 15, C, carries 0.90; number 16, C, carries -0.76; number 17, C, carries -1.02; number 18, C, carries -0.56; number 19, Cd, carries 0.95; number 20, H, carries 0.42; number 21, H, carries 0.27; number 22, C, carries -0.72; number 23, H, carries 0.51; number 24, C, carries -0.69; number 25, C, carries 0.86; number 26, C, carries -0.71; number 27, H, carries 0.43; number 28, H, carries 0.44; number 29, C, carries 0.50; number 30, C, carries -0.68; number 31, C, carries 1.26; number 32, H, carries 0.45; number 33, H, carries 0.46; number 34, H, carries 0.23; number 35, H, carries 0.49; number 36, C, carries 0.67; number 37, N, carries -1.11; number 38, C, carries 0.08; number 39, H, carries 0.39; number 40, C, carries -0.62; number 41, C, carries 0.86; number 42, H, carries 0.68; number 43, C, carries 0.48; number 44, H, carries 0.47; number 45, S, carries 0.76; number 46, C, carries 0.20; number 47, C, carries -0.82; number 48, C, carries -0.01; number 49, C, carries -0.58; number 50, C, carries 0.61; number 51, C, carries -1.21; number 52, C, carries 0.58; number 53, N, carries -0.89; number 54, O, carries 0.03; number 55, C, carries 0.65; number 56, H, carries 0.48; number 57, H, carries 0.23; number 58, C, carries -0.63; number 59, C, carries -0.71; number 60, C, carries -0.44; number 61, C, carries -0.78; number 62, H, carries 0.22; number 63, H, carries 0.47; number 64, H, carries 0.52; number 65, H, carries 0.48; number 66, H, carries 0.81; number 67, H, carries 0.43; number 68, C, carries -1.17; number 69, C, carries -0.54; number 70, H, carries 0.46; number 71, H, carries 0.07; number 72, H, carries 0.36; number 73, C, carries -0.53; number 74, H, carries 0.43; number 75, C, carries -0.96; number 76, H, carries -0.28; number 77, H, carries 0.50; number 78, H, carries 0.34; number 79, C, carries -0.32; number 80, N, carries -1.04

=====

Entry 3:
C17H34N8O2Ti | the ωB97M-V functional and the def2-TZVPD basis

Values from the calculation:
ΔE to the lowest compared entry with this formula, charge and spin in kJ/mol: 0.0
HOMO (spin up / spin down) in eV: -13.351 / -13.388
Orbital gap (spin up / spin down) in eV: 6.82 / 6.86
Charge: +2

Element x y z (Å)
1 N -0.785 -0.732 -1.580
2 N 3.395 -0.433 -2.201
3 H -0.717 -1.779 2.014
4 H -0.697 -0.519 5.000
5 H -1.223 -1.405 -4.616
6 C -3.794 2.032 -0.905
7 C -1.131 -0.780 1.938
8 H 2.055 -1.341 -0.699
9 C 2.045 -2.612 0.923
10 H -4.714 2.296 -1.427
11 O -0.052 1.984 0.202
12 H 3.726 -2.673 2.195
13 H 3.414 0.889 -3.805
14 N 2.870 0.573 -3.017
15 C -2.592 1.573 1.988
16 H 1.287 -3.142 1.496
17 C -4.515 -0.369 -0.678
18 H -3.428 2.924 -0.394
19 C -2.887 0.639 0.995
20 H 3.285 1.178 0.364
21 H -5.417 -0.150 -1.250
22 H 3.616 1.201 2.083
23 N 1.345 -1.727 -0.064
24 C 1.867 1.377 -2.593
25 C -1.843 -1.669 -3.760
26 H 1.938 2.480 -4.307
27 H 0.803 -2.351 -0.654
28 H 4.303 -0.148 -1.847
29 C -4.063 0.880 0.071
30 C -0.926 0.122 2.982
31 H 4.778 -0.684 1.712
32 H 0.587 -1.087 3.955
33 H 1.572 0.005 2.408
34 H 3.526 -1.265 -2.765
35 H -3.043 1.748 -1.644
36 H 0.544 0.612 4.500
37 N 1.512 2.373 -3.403
38 C -1.636 1.324 2.957
39 H 0.629 2.836 -3.229
40 H -4.884 1.189 0.724
41 H -3.164 2.494 2.033
42 H 1.379 1.493 1.820
43 Ti 0.145 0.100 0.063
44 H -2.420 -1.334 0.318
45 O -0.752 2.164 -1.986
46 H 2.596 -3.362 0.357
47 C -2.113 -0.523 0.961
48 N 1.334 1.176 -1.399
49 H -1.929 -2.754 -3.694
50 H -1.481 2.049 3.748
51 H -4.744 -1.198 -0.004
52 C -0.060 -0.233 4.160
53 N 1.679 0.554 1.565
54 H -2.836 -1.239 -3.894
55 C 3.024 -1.909 1.865
56 C 3.145 0.625 1.288
57 H -3.750 -0.699 -1.391
58 H 4.031 -1.034 0.183
59 N 0.083 1.759 -1.125
60 C -1.253 -1.153 -2.535
61 H 2.526 -1.579 2.780
62 C 3.812 -0.763 1.218

Partial charges, Mulliken, in e: number 1, N, carries 0.02; number 2, N, carries -0.43; number 3, H, carries 0.78; number 4, H, carries 0.43; number 5, H, carries 0.36; number 6, C, carries -1.32; number 7, C, carries -0.44; number 8, H, carries 0.19; number 9, C, carries -0.85; number 10, H, carries 0.48; number 11, O, carries -0.66; number 12, H, carries 0.47; number 13, H, carries 0.20; number 14, N, carries -0.33; number 15, C, carries -0.38; number 16, H, carries 0.49; number 17, C, carries -1.53; number 18, H, carries 0.39; number 19, C, carries 0.34; number 20, H, carries 0.30; number 21, H, carries 0.45; number 22, H, carries 0.47; number 23, N, carries -0.17; number 24, C, carries 0.44; number 25, C, carries -1.24; number 26, H, carries 0.23; number 27, H, carries 0.36; number 28, H, carries 0.28; number 29, C, carries 0.49; number 30, C, carries 0.54; number 31, H, carries 0.47; number 32, H, carries 0.39; number 33, H, carries -0.16; number 34, H, carries 0.27; number 35, H, carries 0.16; number 36, H, carries 0.39; number 37, N, carries -0.36; number 38, C, carries -1.10; number 39, H, carries 0.21; number 40, H, carries 0.55; number 41, H, carries 0.56; number 42, H, carries 0.48; number 43, Ti, carries 0.14; number 44, H, carries 0.69; number 45, O, carries -0.88; number 46, H, carries 0.43; number 47, C, carries -0.98; number 48, N, carries 0.15; number 49, H, carries 0.35; number 50, H, carries 0.49; number 51, H, carries 0.40; number 52, C, carries -1.47; number 53, N, carries -0.07; number 54, H, carries 0.35; number 55, C, carries -0.61; number 56, C, carries -0.69; number 57, H, carries 0.08; number 58, H, carries -0.02; number 59, N, carries 1.11; number 60, C, carries 0.63; number 61, H, carries 0.09; number 62, C, carries -0.41

=====

| no. | calculated total energy (a.u.) |
| --- | --- |
| 1 | -1914.14994 |
| 2 | -2399.64997 |
| 3 | -2105.60509 |